The following is a quantum chemistry calculation of one molecule with the formula C5H10N2OSe in a non-equilibrium geometry, from the OMol25 dataset.

Geometry as XYZ:
```
19
C5H10N2OSe, DFT ωB97M-V/def2-TZVPD
C 1.17 -1.67 -0.93
C 2.45 -1.03 -0.35
C 0.79 0.45 1.23
C -1.56 -0.05 0.44
C -1.59 1.38 -0.24
N 0.03 -1.41 -0.38
N -0.29 -0.63 0.60
O -2.85 1.64 -0.82
Se 2.15 0.87 -0.09
H 1.27 -2.29 -1.85
H 2.46 -1.42 0.65
H 3.29 -1.40 -0.96
H 0.32 1.42 1.45
H 1.25 0.13 2.10
H -1.89 0.12 1.42
H -2.14 -0.85 -0.05
H -0.70 1.29 -0.93
H -1.32 2.19 0.41
H -2.84 1.27 -1.71
```

Output
**Energy above the lowest of the compared OMol25 structures with the same formula, charge and spin**: 0.0 kJ/mol
**Largest force on an atom**: 5.1 eV Å⁻¹
**Net charge**: 0
**SMILES**: OCCN1C[Se]CC=N1
**Orbital gap**: 0.3304 Ha

---

The following is a quantum chemistry calculation of C15H10I3N2O2OsS as an isolated structure, from the OMol25 dataset.

Geometry as XYZ:
```
34
C15H10I3N2O2OsS, DFT ωB97M-V/def2-TZVPD
Os -0.04 0.68 -0.50
I -3.07 -3.97 0.12
C -2.34 -2.64 1.49
C -2.58 -2.80 2.84
C -2.10 -1.91 3.78
I -2.53 -2.27 5.76
C -1.32 -0.76 3.39
C -0.81 0.19 4.29
C -0.09 1.25 3.80
C 0.13 1.37 2.43
N -0.35 0.48 1.56
C -1.07 -0.57 2.03
C -1.56 -1.51 1.02
O -1.31 -1.33 -0.18
H -3.17 -3.65 3.17
H -0.98 0.09 5.35
H 0.32 2.01 4.46
H 0.69 2.19 2.01
O 0.05 0.80 -2.48
N 1.22 0.46 -3.09
C 1.19 0.55 -4.44
C 2.31 0.26 -5.17
C 3.47 -0.12 -4.49
C 3.46 -0.19 -3.12
C 2.31 0.11 -2.39
S 2.23 0.02 -0.66
H 0.24 0.85 -4.84
H 2.27 0.33 -6.25
H 4.37 -0.36 -5.04
H 4.35 -0.48 -2.56
I 0.06 3.86 -0.47
C -1.38 2.27 -0.57
H -1.90 2.39 -1.52
H -2.06 2.42 0.27
```

Output
**Energy above the lowest of the compared OMol25 structures with the same formula, charge and spin**: 0.0 kJ/mol
**Largest force on an atom**: 0.5 eV Å⁻¹
**Spin multiplicity**: 5
**Net charge**: +1
**Orbital gap (alpha / beta)**: 0.2513 / 0.2004 Ha

---

The following is a quantum chemistry calculation of a 2-piece molecular cluster, C2H12N5 overall in a non-equilibrium geometry, from the OMol25 dataset.

Geometry as XYZ:
```
19
C2H12N5, DFT ωB97M-V/def2-TZVPD
C -2.02 -0.12 1.30
C -0.74 0.21 2.10
N 0.59 -1.18 -0.90
N 0.49 0.97 -1.14
N 1.32 -0.15 -2.85
N 0.57 0.20 1.25
N 0.87 -0.14 -1.59
H -2.14 -1.20 1.00
H -2.84 0.03 1.89
H -1.96 0.47 0.39
H -0.72 1.21 2.52
H -0.60 -0.56 2.89
H 0.83 -0.72 0.98
H 1.17 -1.89 -1.30
H 1.32 0.68 1.78
H 0.53 1.62 -1.90
H 1.30 -0.99 -3.33
H 1.56 0.77 -3.35
H 0.46 0.78 0.26
```

Output
**Energy above the lowest of the compared OMol25 structures with the same formula, charge and spin**: 495.6 kJ/mol
**Largest force on an atom**: 4.2 eV Å⁻¹
**Net charge**: +1
**Orbital gap**: 0.3875 Ha